[1]
Molecular formula: C24H27N2
Method: DFT, ωB97M-V/def2-TZVPD

Structure (XYZ):
```
53
C24H27N2 (ωB97M-V/def2-TZVPD)
C -2.01 4.88 4.47
N -1.51 4.91 3.10
C -2.33 4.63 2.03
H -1.80 2.50 1.78
C -3.77 4.59 2.09
C -4.19 5.94 2.20
C -5.54 6.21 2.29
C -6.44 5.14 2.29
C -6.03 3.80 2.18
C -4.68 3.50 2.05
N -1.61 4.90 0.88
C -2.20 4.84 -0.44
C -0.57 5.79 1.26
C -0.50 5.79 2.63
C 0.11 6.80 3.36
C 0.71 7.81 2.59
C 0.64 7.81 1.19
C -0.02 6.80 0.48
H -1.29 5.44 5.10
H -3.03 5.30 4.51
H -2.07 3.87 4.84
H -3.42 6.73 2.19
H -5.83 7.26 2.35
H -7.49 5.36 2.39
H -6.75 2.97 2.18
H -4.30 2.48 1.92
H -1.55 5.39 -1.14
H -2.30 3.82 -0.78
H -3.22 5.26 -0.42
H 0.08 6.77 4.44
H 1.26 8.58 3.11
H 1.14 8.59 0.63
H -0.15 6.78 -0.60
C -2.65 0.74 1.00
C -1.73 1.44 2.01
C -2.28 1.33 3.42
C -0.25 1.09 1.88
C 0.64 1.52 2.86
C 2.00 1.21 2.74
C 2.44 0.44 1.65
C 1.53 -0.05 0.71
C 0.18 0.27 0.83
H -2.33 1.00 -0.02
H -2.54 -0.33 1.19
H -3.70 1.03 1.09
H -1.73 1.92 4.15
H -3.32 1.67 3.49
H -2.27 0.26 3.73
H 0.30 2.13 3.70
H 2.69 1.54 3.50
H 3.48 0.15 1.58
H 1.84 -0.69 -0.11
H -0.54 -0.11 0.10
```

Summary:
Total charge   +1
Energy above the lowest of the compared OMol25 structures with the same formula, charge and spin   27.6 kJ/mol
HOMO level   -11.345 eV
Largest force on an atom   3.9 eV/Å

Atom charges from the Löwdin analysis, given in e for atoms 1 to 8: number 1, C, carries 0.031; number 2, N, carries 0.033; number 3, C, carries -0.165; number 4, H, carries 0.087; number 5, C, carries -0.168; number 6, C, carries -0.029; number 7, C, carries -0.042; number 8, C, carries -0.040



[2]
Molecular formula: C47H40Cl7CsN6O5S2
Method: DFT, ωB97M-V/def2-TZVPD

Structure (XYZ):
```
108
C47H40Cl7CsN6O5S2 (ωB97M-V/def2-TZVPD)
Cs 0.73 -0.43 0.15
Cl 3.57 5.21 4.91
C 3.16 4.63 3.32
C 2.40 3.47 3.21
C 2.03 2.95 1.97
N 1.36 1.75 1.86
C 0.25 1.39 2.44
O -0.10 0.17 2.46
C -0.75 2.35 3.06
C -1.66 1.86 3.99
C -2.59 2.72 4.55
C -2.59 4.05 4.15
C -1.65 4.45 3.20
N -0.75 3.63 2.67
C 2.49 3.60 0.78
C 3.24 4.76 0.93
C 3.58 5.28 2.18
Cl 4.56 6.73 2.25
N 2.11 3.24 -0.52
C 2.27 2.02 -0.97
O 2.80 0.99 -0.49
C 1.66 1.87 -2.38
C 1.45 2.99 -3.19
C 0.93 2.82 -4.45
C 0.60 1.54 -4.89
C 0.82 0.49 -4.01
N 1.34 0.64 -2.79
H 2.09 2.95 4.11
H -1.62 0.81 4.22
H -3.30 2.37 5.29
H -3.28 4.77 4.56
H -1.63 5.48 2.86
H 3.56 5.28 0.03
H 1.70 3.95 -2.77
H 0.77 3.68 -5.10
H 0.19 1.36 -5.87
H 0.57 -0.52 -4.30
Cl -1.23 2.36 -0.62
C -2.84 1.66 -0.41
Cl -2.85 0.31 0.74
H -3.18 1.29 -1.36
H -3.49 2.43 -0.02
S -2.37 -0.83 -3.13
C -2.08 -2.34 -3.67
N -2.16 -2.74 -4.95
C -2.02 -4.13 -5.36
C -2.57 -5.01 -4.27
N -1.84 -4.72 -3.05
C -1.61 -5.84 -2.15
C -2.91 -6.36 -1.58
C -3.39 -7.62 -1.93
C -4.60 -8.09 -1.43
C -5.35 -7.29 -0.57
C -4.88 -6.03 -0.22
C -3.67 -5.57 -0.72
C -1.64 -3.44 -2.65
S -0.96 -2.99 -1.25
C -2.39 -1.79 -6.04
C -3.78 -1.90 -6.60
C -4.00 -2.18 -7.94
C -5.29 -2.30 -8.45
C -6.38 -2.14 -7.60
C -6.17 -1.86 -6.25
C -4.88 -1.74 -5.75
H -0.97 -4.37 -5.56
H -2.59 -4.26 -6.28
H -2.41 -6.06 -4.52
H -3.64 -4.85 -4.15
H -0.95 -5.50 -1.36
H -1.11 -6.63 -2.71
H -2.80 -8.25 -2.59
H -4.95 -9.08 -1.70
H -6.29 -7.65 -0.17
H -5.45 -5.40 0.45
H -3.29 -4.59 -0.44
H -1.65 -1.99 -6.82
H -2.19 -0.79 -5.65
H -3.14 -2.31 -8.60
H -5.44 -2.51 -9.50
H -7.38 -2.23 -7.99
H -7.02 -1.74 -5.59
H -4.72 -1.52 -4.70
Cl 2.61 -2.81 -1.37
C 3.54 -2.55 0.13
Cl 5.08 -3.46 0.10
H 2.93 -2.87 0.99
H 3.79 -1.49 0.18
C 5.00 0.25 6.65
C 3.52 0.46 6.58
C 2.84 1.17 7.57
C 1.48 1.36 7.48
Cl 0.64 2.25 8.75
C 0.76 0.87 6.40
C 1.42 0.17 5.40
C 2.79 -0.05 5.50
O 3.54 -0.70 4.58
C 2.91 -1.24 3.40
C 2.14 -2.56 3.57
O 1.98 -3.02 4.72
O 1.63 -2.96 2.48
H 5.41 0.70 7.55
H 5.50 0.68 5.78
H 5.24 -0.82 6.64
H 3.39 1.57 8.41
H -0.30 1.04 6.34
H 0.86 -0.21 4.56
H 3.73 -1.40 2.70
H 2.24 -0.48 2.97
```

Summary:
Total charge   -2
Energy above the lowest of the compared OMol25 structures with the same formula, charge and spin   106.4 kJ/mol
HOMO level   -1.935 eV
Largest force on an atom   1.9 eV/Å

Atom charges from the Löwdin analysis, given in e for atoms 1 to 8: number 1, Cs, carries 1.230; number 2, Cl, carries 0.598; number 3, C, carries -0.695; number 4, C, carries -0.054; number 5, C, carries -0.219; number 6, N, carries 0.050; number 7, C, carries -0.622; number 8, O, carries -0.375



[3]
Molecular formula: H14O7
Method: DFT, ωB97M-V/def2-TZVPD

Structure (XYZ):
```
21
H14O7 (ωB97M-V/def2-TZVPD)
H -0.37 0.35 0.98
H 0.11 -0.95 0.24
H -4.45 2.65 0.03
H -3.72 2.07 -1.08
H 1.02 4.27 0.71
H 1.40 4.17 -0.62
H -2.01 -2.78 -2.17
H -1.24 -3.96 -1.44
H 4.04 0.18 -0.38
H 5.07 1.22 -1.02
H -2.73 -0.25 1.78
H -2.74 -1.69 1.55
H 2.80 -2.20 1.29
H 3.07 -3.22 0.32
O -0.55 -0.58 0.89
O -4.59 2.39 -0.91
O 1.39 4.85 0.11
O -2.12 -3.64 -1.75
O 4.30 0.57 -1.22
O -2.19 -1.10 2.00
O 3.51 -2.36 0.66
```

Summary:
Energy above the lowest of the compared OMol25 structures with the same formula, charge and spin   413.9 kJ/mol
HOMO level   -10.019 eV
Largest force on an atom   5.2 eV/Å
SMILES   O.O.O.O.O.O.O

Atom charges from the Löwdin analysis, given in e for atoms 1 to 8: number 1, H, carries 0.027; number 2, H, carries 0.071; number 3, H, carries 0.051; number 4, H, carries 0.005; number 5, H, carries -0.024; number 6, H, carries 0.070; number 7, H, carries 0.027; number 8, H, carries 0.054



[4]
Molecular formula: C17H20F24NbO4
Method: DFT, ωB97M-V/def2-TZVPD

Structure (XYZ):
```
66
C17H20F24NbO4 (ωB97M-V/def2-TZVPD)
C -4.33 -6.68 0.78
C -5.50 -6.06 0.34
Nb -7.44 -7.24 0.50
O -8.51 -5.55 1.20
H -4.29 -7.42 1.58
H -3.40 -6.44 0.23
H -5.51 -5.04 -0.10
H -6.94 -7.65 2.23
H -8.92 -8.32 0.66
H -7.90 -6.76 -1.21
H -6.52 -8.68 -0.13
H -9.44 -5.74 1.04
C -1.91 -1.22 0.10
C -2.72 -0.20 -0.72
C -4.23 -0.45 -0.90
F -4.49 -1.57 -1.57
F -4.77 0.57 -1.62
F -2.13 -0.02 -1.93
F -2.61 0.99 -0.06
O -1.13 -2.21 -0.61
C -1.74 -3.40 -0.99
C -1.76 -3.58 -2.51
F -2.43 -2.59 -3.13
F -2.37 -4.74 -2.84
F -2.96 -3.51 -0.44
F -1.00 -4.39 -0.45
H -1.15 -0.63 0.61
H -2.50 -1.68 0.89
H -4.73 -0.48 0.07
H -0.74 -3.60 -2.91
C 2.47 -0.95 3.20
C 1.61 -1.41 1.99
C 2.32 -2.15 0.85
F 3.25 -1.41 0.23
F 1.42 -2.50 -0.09
F 0.93 -0.34 1.51
F 0.68 -2.26 2.49
O 2.89 0.43 3.26
C 4.07 0.85 2.63
C 3.81 1.88 1.53
F 3.02 1.38 0.57
F 4.97 2.25 0.95
F 4.79 -0.20 2.21
F 4.81 1.44 3.60
H 1.81 -1.04 4.06
H 3.30 -1.63 3.40
H 2.79 -3.07 1.22
H 3.32 2.77 1.94
C 5.27 6.09 -1.58
C 5.16 7.51 -2.19
C 4.94 8.68 -1.23
F 3.78 8.61 -0.56
F 4.91 9.84 -1.93
F 4.23 7.50 -3.16
F 6.35 7.74 -2.81
O 4.11 5.23 -1.63
C 3.14 5.27 -0.63
C 1.77 5.69 -1.15
F 1.80 6.92 -1.69
F 0.87 5.72 -0.14
F 3.56 6.01 0.41
F 3.04 4.01 -0.16
H 5.99 5.56 -2.21
H 5.71 6.09 -0.59
H 5.76 8.76 -0.50
H 1.42 5.00 -1.92
```

Summary:
Total charge   -1
Energy above the lowest of the compared OMol25 structures with the same formula, charge and spin   484.8 kJ/mol
HOMO level   -1.703 eV
Largest force on an atom   3.1 eV/Å

Atom charges from the Löwdin analysis, given in e for atoms 1 to 8: number 1, C, carries -0.173; number 2, C, carries -0.258; number 3, Nb, carries 0.451; number 4, O, carries -0.566; number 5, H, carries 0.006; number 6, H, carries 0.020; number 7, H, carries 0.023; number 8, H, carries -0.043



[5]
Molecular formula: C4H8O3
Method: DFT, ωB97M-V/def2-TZVPD

Structure (XYZ):
```
15
C4H8O3 (ωB97M-V/def2-TZVPD)
O 0.67 -2.14 1.46
C 1.23 -1.37 0.73
O 2.57 -1.17 0.79
C 0.57 -0.64 -0.39
C -0.60 0.21 0.19
C -1.29 1.07 -0.85
O -1.42 2.45 -0.49
H 2.91 -1.83 1.41
H 1.08 0.02 -1.02
H 0.14 -1.36 -1.10
H -0.09 0.77 0.99
H -1.38 -0.37 0.68
H -2.30 0.72 -1.05
H -0.78 1.08 -1.81
H -1.32 2.56 0.46
```

Summary:
Energy above the lowest of the compared OMol25 structures with the same formula, charge and spin   94.4 kJ/mol
HOMO level   -10.342 eV
Largest force on an atom   2.6 eV/Å
SMILES   O=C(O)CCCO

Atom charges from the Löwdin analysis, given in e for atoms 1 to 8: number 1, O, carries 0.115; number 2, C, carries -0.543; number 3, O, carries 0.111; number 4, C, carries -0.095; number 5, C, carries -0.160; number 6, C, carries -0.256; number 7, O, carries -0.071; number 8, H, carries 0.126



[6]
Molecular formula: C5H6O4
Method: DFT, ωB97M-V/def2-TZVPD

Structure (XYZ):
```
15
C5H6O4 (ωB97M-V/def2-TZVPD)
C 2.50 -0.77 -1.33
C 0.66 0.62 1.42
C -0.37 1.22 0.38
C -0.39 -0.32 -0.07
C -1.72 -1.13 -0.19
O 3.60 -0.80 -1.12
O 1.53 1.00 2.14
O 0.50 -0.66 1.04
O 0.08 2.18 -0.50
H -1.38 1.36 0.67
H 0.15 -0.42 -1.04
H -1.57 -2.04 -0.81
H -2.43 -0.45 -0.70
H -2.03 -1.39 0.85
H 0.89 1.60 -0.75
```

Summary:
Energy above the lowest of the compared OMol25 structures with the same formula, charge and spin   200.0 kJ/mol
HOMO level   -10.268 eV
Largest force on an atom   3.2 eV/Å

Atom charges from the Löwdin analysis, given in e for atoms 1 to 8: number 1, C, carries 0.045; number 2, C, carries -0.438; number 3, C, carries -0.229; number 4, C, carries -0.284; number 5, C, carries -0.021; number 6, O, carries 0.088; number 7, O, carries 0.154; number 8, O, carries 0.043



[7]
Molecular formula: C3H10NOS
Method: DFT, ωB97M-V/def2-TZVPD

Structure (XYZ):
```
16
C3H10NOS (ωB97M-V/def2-TZVPD)
C -1.60 -1.99 0.15
C -1.31 -0.99 -0.98
C -0.70 0.37 -0.41
S 1.08 0.42 -0.29
N -0.49 -1.56 -2.03
H -2.27 -1.55 0.89
H -0.60 -1.98 0.65
H -2.05 -2.97 -0.07
H -2.33 -0.81 -1.44
H -1.10 1.12 -1.12
H -1.20 0.47 0.55
H -0.38 -0.80 -2.70
H 0.44 -1.51 -1.57
H 2.30 3.06 2.55
H 1.21 2.09 2.78
O 1.65 2.85 3.21
```

Summary:
Total charge   -1
Energy above the lowest of the compared OMol25 structures with the same formula, charge and spin   54.8 kJ/mol
HOMO level   -2.849 eV
Largest force on an atom   2.1 eV/Å

Atom charges from the Löwdin analysis, given in e for atoms 1 to 8: number 1, C, carries -0.116; number 2, C, carries -0.578; number 3, C, carries -0.769; number 4, S, carries 0.176; number 5, N, carries -0.041; number 6, H, carries 0.052; number 7, H, carries 0.069; number 8, H, carries 0.058



[8]
Molecular formula: C51H51BN2O4
Method: DFT, ωB97M-V/def2-TZVPD

Structure (XYZ):
```
109
C51H51BN2O4 (ωB97M-V/def2-TZVPD)
C -2.76 -2.25 -2.23
C -1.47 -2.76 -2.88
C -1.02 -1.89 -4.05
C -0.13 -0.72 -3.61
C 1.34 -1.11 -3.45
C 1.99 -0.30 -2.32
C 3.52 -0.36 -2.29
C 4.07 0.18 -0.97
C 5.32 -0.55 -0.46
C 6.13 0.21 0.60
C 5.28 0.99 1.61
C 5.22 2.49 1.28
C 4.03 3.18 1.98
B 2.64 2.83 1.34
C 2.13 3.48 0.00
C 2.97 3.88 -1.05
C 2.41 4.41 -2.22
N 1.10 4.60 -2.41
C 0.31 4.23 -1.41
C 0.75 3.68 -0.21
C 1.67 1.82 2.03
C 0.92 0.89 1.30
C 0.08 0.03 1.99
C -0.01 0.15 3.37
N 0.69 1.01 4.12
C 1.51 1.80 3.42
H -3.61 -2.42 -2.89
H -2.95 -2.79 -1.31
H -2.69 -1.19 -1.98
H -0.71 -2.82 -2.10
H -1.66 -3.77 -3.22
H -0.47 -2.50 -4.76
H -1.91 -1.50 -4.55
H -0.52 -0.32 -2.67
H -0.19 0.09 -4.34
H 1.41 -2.17 -3.19
H 1.87 -0.92 -4.38
H 1.65 0.73 -2.39
H 1.62 -0.71 -1.38
H 3.90 0.29 -3.08
H 3.88 -1.36 -2.50
H 4.31 1.24 -1.10
H 3.29 0.13 -0.21
H 5.00 -1.50 -0.02
H 5.95 -0.83 -1.31
H 6.85 0.87 0.11
H 6.73 -0.52 1.15
H 4.28 0.58 1.66
H 5.75 0.90 2.59
H 5.17 2.59 0.20
H 6.14 2.97 1.59
H 4.05 2.86 3.03
H 4.16 4.27 1.99
H 4.04 3.77 -0.98
H 3.07 4.70 -3.03
H -0.76 4.38 -1.56
H 0.04 3.40 0.55
H 0.99 0.85 0.22
H -0.51 -0.71 1.48
H -0.69 -0.50 3.91
H 2.10 2.50 4.01
C -8.00 -3.28 -9.26
C -7.85 -2.66 -8.03
C -6.66 -2.80 -7.33
C -5.63 -3.57 -7.85
C -5.79 -4.20 -9.09
C -6.98 -4.05 -9.79
C -4.72 -5.06 -9.66
O -4.86 -5.61 -10.73
C -3.47 -5.23 -8.86
C -2.47 -6.07 -9.35
C -1.29 -6.23 -8.63
C -1.11 -5.55 -7.43
C -2.10 -4.72 -6.94
C -3.29 -4.56 -7.65
C -4.36 -3.69 -7.09
O -4.20 -3.10 -6.04
H -8.93 -3.16 -9.81
H -8.65 -2.07 -7.62
H -6.53 -2.32 -6.37
H -7.10 -4.54 -10.75
H -2.62 -6.58 -10.28
H -0.52 -6.88 -9.01
H -0.19 -5.68 -6.88
H -1.96 -4.20 -6.00
C 0.36 2.82 13.56
C 0.35 1.45 13.34
C 0.14 0.95 12.06
C -0.08 1.83 11.01
C -0.10 3.21 11.24
C 0.13 3.70 12.52
C -0.37 4.17 10.13
O -0.37 5.36 10.33
C -0.64 3.61 8.78
C -0.94 4.48 7.74
C -1.19 3.99 6.47
C -1.12 2.62 6.23
C -0.82 1.75 7.26
C -0.59 2.24 8.54
C -0.29 1.28 9.64
O -0.23 0.08 9.43
H 0.53 3.20 14.56
H 0.52 0.76 14.16
H 0.14 -0.11 11.87
H 0.13 4.76 12.68
H -0.99 5.55 7.93
H -1.43 4.67 5.66
H -1.30 2.24 5.23
H -0.77 0.68 7.08
```

Summary:
HOMO level   -9.569 eV
Largest force on an atom   0.8 eV/Å
SMILES   CCCCCCCCCCCCCB(c1ccncc1)c1cccnc1.O=C1c2ccccc2C(=O)c2ccccc21.O=C1c2ccccc2C(=O)c2ccccc21

Atom charges from the Löwdin analysis, given in e for atoms 1 to 8: number 1, C, carries -0.110; number 2, C, carries -0.264; number 3, C, carries -0.230; number 4, C, carries -0.214; number 5, C, carries -0.208; number 6, C, carries -0.229; number 7, C, carries -0.194; number 8, C, carries -0.204



[9]
Molecular formula: CF3O3STl
Method: DFT, ωB97M-V/def2-TZVPD

Structure (XYZ):
```
9
CF3O3STl (ωB97M-V/def2-TZVPD)
Tl 32.16 -3.00 -18.94
C 28.05 -4.45 -15.59
F 28.75 -3.85 -14.63
F 28.53 -5.63 -15.73
F 26.77 -4.51 -15.24
S 28.18 -3.29 -17.19
O 27.50 -2.03 -17.00
O 29.64 -3.16 -17.42
O 27.58 -4.03 -18.31
```

Summary:
Total charge   +1
Energy above the lowest of the compared OMol25 structures with the same formula, charge and spin   4.3 kJ/mol
HOMO level (spin up / spin down)   -15.495 / -15.359 eV
2S+1   2
Largest force on an atom   6.2 eV/Å

Atom charges from the Löwdin analysis, given in e for atoms 1 to 8: number 1, Tl, carries 1.081; number 2, C, carries -0.630; number 3, F, carries 0.190; number 4, F, carries 0.231; number 5, F, carries 0.196; number 6, S, carries 0.632; number 7, O, carries -0.216; number 8, O, carries -0.481



[10]
Molecular formula: C26H39Br2N6Y
Method: DFT, ωB97M-V/def2-TZVPD

Structure (XYZ):
```
74
C26H39Br2N6Y (ωB97M-V/def2-TZVPD)
Y -0.70 0.49 -1.04
C -0.89 1.03 1.63
C 0.30 1.35 0.85
C 1.20 0.22 1.13
C 0.58 -0.64 2.01
C -0.70 -0.12 2.39
C -1.54 -0.56 3.58
C -2.77 0.33 3.74
C -1.99 -2.02 3.53
C -0.63 -0.38 4.81
C 2.51 -0.13 0.41
C 2.32 -0.04 -1.11
C 3.68 0.75 0.87
C 2.90 -1.59 0.70
C 0.61 2.86 0.72
C -0.72 3.65 0.67
C 1.35 3.25 -0.57
C 1.37 3.36 1.95
H -1.73 1.69 1.75
H 0.99 -1.57 2.36
H -3.44 0.26 2.88
H -2.50 1.38 3.87
H -3.34 0.02 4.62
H -2.74 -2.20 2.75
H -2.47 -2.29 4.47
H -1.14 -2.70 3.40
H -0.27 0.64 4.90
H 0.23 -1.04 4.76
H -1.19 -0.63 5.72
H 1.92 0.93 -1.44
H 1.69 -0.87 -1.45
H 3.25 -0.14 -1.67
H 3.58 1.80 0.61
H 4.61 0.39 0.43
H 3.79 0.69 1.96
H 2.09 -2.28 0.45
H 3.15 -1.73 1.75
H 3.78 -1.87 0.12
H -1.44 3.23 -0.05
H -0.54 4.67 0.36
H -1.22 3.68 1.63
H 0.77 2.96 -1.48
H 2.34 2.82 -0.69
H 1.45 4.33 -0.65
H 0.83 3.08 2.85
H 1.46 4.45 1.93
H 2.37 2.94 2.01
N -1.31 -2.75 0.56
C -0.75 -2.92 -0.63
N -0.33 -4.15 -0.92
C 0.18 -4.33 -2.12
N 0.66 -5.52 -2.45
N 0.24 -3.36 -3.08
C -0.20 -2.20 -2.71
N -0.66 -1.84 -1.48
C -0.17 -1.15 -3.78
C -0.04 -1.51 -5.11
C 0.05 -0.52 -6.07
C 0.03 0.81 -5.68
C -0.11 1.09 -4.33
N -0.23 0.14 -3.40
H -1.33 -3.54 1.18
H -1.49 -1.85 0.96
H 0.61 -6.28 -1.79
H 1.03 -5.68 -3.37
H 0.00 -2.56 -5.37
H 0.15 -0.78 -7.12
H 0.13 1.62 -6.39
H -0.11 2.12 -3.99
Br -3.71 0.71 -0.36
C -4.07 2.25 -1.47
Br -2.57 2.64 -2.60
H -4.23 3.10 -0.81
H -4.92 2.03 -2.10
```

Summary:
Total charge   +2
Energy above the lowest of the compared OMol25 structures with the same formula, charge and spin   146.0 kJ/mol
HOMO level   -13.453 eV
Largest force on an atom   0.8 eV/Å

Atom charges from the Löwdin analysis, given in e for atoms 1 to 8: number 1, Y, carries 1.438; number 2, C, carries -0.159; number 3, C, carries -0.371; number 4, C, carries -0.162; number 5, C, carries 0.004; number 6, C, carries -0.192; number 7, C, carries -0.547; number 8, C, carries -0.045



Q: Which calculated total energy values were calculated for the entries above? A: -1040.0041 -6557.7600 -534.9662 -3414.1129 -382.9289 -495.0285 -648.5107 -2409.3846 -1133.7131 -6528.6534, in hartree.